# 1
110
Properties=species:S:1:pos:R:3:forces:R:3 method="wB97M-V/def2-TZVPD" e_tot_ha=-2771.582242 charge=+3 multiplicity=5
Ru 0.2538 -1.0649 0.2240 -1.064 0.156 -0.436
C 2.7809 -2.9853 3.5021 0.051 -0.088 0.023
C 2.2044 -2.8408 2.1332 -0.056 0.095 0.099
O 1.6405 -1.7759 1.7849 0.117 -0.017 0.085
N 2.2980 -3.8797 1.3049 -0.012 0.025 -0.091
C 1.8013 -3.8354 -0.0621 -0.115 -0.009 0.141
C 0.3031 -4.0106 -0.1467 -0.061 0.133 0.012
C -0.2684 -5.2581 -0.2825 0.010 -0.047 -0.033
C -1.6485 -5.3843 -0.3709 -0.010 -0.019 -0.006
C -2.4331 -4.2438 -0.3336 -0.020 -0.036 0.005
C -1.8195 -3.0194 -0.1841 0.113 -0.045 -0.027
N -0.4791 -2.9076 -0.0825 -0.217 -0.279 0.090
H 3.1657 -2.0279 3.8419 -0.003 0.021 -0.019
H 3.5745 -3.7301 3.5327 -0.014 0.004 0.010
H 1.9891 -3.2977 4.1866 -0.009 0.034 -0.007
H 2.7446 -4.7210 1.6361 0.024 0.013 0.010
H 2.2881 -4.6249 -0.6290 0.006 -0.026 0.018
H 2.0799 -2.8806 -0.5012 0.089 0.016 -0.113
H 0.3686 -6.1318 -0.3260 -0.004 0.010 -0.014
H -2.1020 -6.3613 -0.4756 0.009 0.005 -0.004
H -3.5096 -4.2948 -0.4130 0.002 0.010 0.007
H -2.3849 -2.1010 -0.1252 0.007 0.016 0.007
O -1.5059 -0.4577 1.0888 0.567 0.183 0.321
P -1.2860 0.9433 1.7840 0.169 -0.181 0.208
C -2.8584 1.7811 2.0526 -0.234 -0.208 -0.162
C -3.5865 1.1594 3.2693 0.039 -0.029 -0.004
C -4.1429 -0.2395 2.9945 -0.006 0.050 -0.093
C -4.9321 -0.3044 1.6668 0.002 0.026 0.019
C -5.1198 1.0793 1.0550 0.058 -0.028 0.040
C -3.7712 1.7489 0.7843 0.014 -0.041 0.046
C -0.3649 0.7010 3.3338 -0.147 -0.106 0.127
C -0.4225 1.9216 4.3057 0.007 0.000 0.037
C -0.7027 1.4954 5.7486 0.043 -0.038 -0.040
C 0.2409 0.3830 6.1958 0.029 -0.004 -0.010
C 0.2373 -0.8159 5.2167 -0.070 0.050 0.042
C -0.7318 -0.6165 4.0501 0.119 0.110 0.063
C -0.0320 1.7114 0.6574 -0.232 -0.139 -0.113
C 0.7575 2.9019 1.2151 0.022 0.008 0.122
C 0.0150 4.2227 1.0005 0.065 -0.043 -0.074
C -0.2607 4.4478 -0.4809 -0.063 -0.022 0.022
C -1.1210 3.3145 -1.0291 0.179 -0.014 0.043
C -0.4619 1.9518 -0.8001 0.009 0.082 0.032
H -2.5900 2.8090 2.3092 0.013 0.044 -0.062
H -4.4043 1.8370 3.5149 0.011 0.031 0.008
H -2.9375 1.1489 4.1438 -0.051 0.037 -0.006
H -4.7822 -0.5198 3.8313 0.000 0.013 0.016
H -3.3266 -0.9647 2.9767 -0.025 -0.022 -0.002
H -5.9031 -0.7708 1.8271 0.008 -0.019 -0.007
H -4.4010 -0.9350 0.9454 0.013 0.013 0.007
H -5.7228 1.7033 1.7169 -0.028 0.010 -0.035
H -5.6651 1.0087 0.1139 -0.024 0.015 0.008
H -3.9363 2.7651 0.4318 0.052 0.027 -0.032
H -3.2865 1.1933 -0.0242 0.028 0.064 -0.048
H 0.6717 0.5666 2.9951 0.009 0.026 -0.016
H -1.1735 2.6504 3.9951 0.029 0.033 -0.010
H 0.5359 2.4429 4.2815 -0.003 -0.010 -0.006
H -1.7403 1.1707 5.8531 0.004 0.011 0.032
H -0.5880 2.3631 6.3977 -0.031 0.010 0.001
H -0.0370 0.0566 7.1967 -0.008 -0.014 -0.002
H 1.2515 0.7873 6.2830 -0.005 0.008 -0.015
H -0.0228 -1.7350 5.7433 0.008 -0.008 -0.017
H 1.2383 -0.9575 4.8036 0.024 -0.014 0.006
H -1.7567 -0.5901 4.4177 0.015 -0.020 -0.022
H -0.6606 -1.4564 3.3573 -0.029 -0.027 -0.023
H 0.7301 0.8465 0.6725 0.151 0.278 0.019
H 1.7088 2.9541 0.6776 0.007 -0.038 -0.016
H 0.9926 2.7581 2.2695 0.045 -0.013 -0.059
H 0.6219 5.0297 1.4107 -0.019 0.008 0.029
H -0.9300 4.2247 1.5529 -0.005 0.021 0.042
H 0.6894 4.4939 -1.0246 -0.005 0.015 0.002
H -0.7621 5.4037 -0.6312 0.018 -0.001 -0.017
H -1.2856 3.4333 -2.1007 -0.048 -0.006 -0.003
H -2.0982 3.3520 -0.5550 -0.161 -0.031 0.049
H 0.4565 1.9372 -1.3949 0.017 -0.047 -0.004
H -1.0965 1.1427 -1.1720 -0.033 0.000 -0.004
O 0.9286 -0.9529 -1.5215 0.815 -0.077 -0.292
Si 1.3737 -0.3066 -2.9706 -0.353 0.272 -0.085
C -0.0736 0.1771 -3.9906 -0.132 -0.049 -0.018
C -0.3450 1.5092 -4.3182 -0.028 -0.004 -0.008
C -1.4544 1.8382 -5.0861 0.025 0.014 0.028
C -2.3120 0.8417 -5.5300 0.016 0.004 -0.012
C -2.0622 -0.4877 -5.2101 0.013 -0.023 0.008
C -0.9517 -0.8162 -4.4492 0.042 0.027 0.021
C 2.6506 1.0328 -2.7459 0.039 -0.051 0.109
C 3.2555 1.2385 -1.4907 0.074 -0.013 -0.086
C 4.1377 2.2832 -1.3054 0.009 -0.046 0.024
C 4.4663 3.1155 -2.3794 0.010 -0.007 0.008
C 3.9138 2.8998 -3.6355 -0.007 -0.022 -0.036
C 3.0318 1.8504 -3.8281 0.010 0.028 0.023
C 2.5531 -1.4037 -3.9388 0.128 -0.247 0.075
C 2.5177 -1.3694 -5.3632 0.015 0.041 0.141
C 3.3254 -2.2036 -6.0896 0.074 -0.058 0.006
C 4.2485 -3.0330 -5.4256 -0.029 0.042 0.093
C 4.3523 -3.0287 -4.0200 0.024 -0.042 -0.130
C 3.5477 -2.1977 -3.2904 -0.076 0.175 -0.132
H 0.3132 2.3031 -3.9812 0.001 -0.011 0.003
H -1.6445 2.8721 -5.3437 -0.008 -0.013 -0.003
H -3.1700 1.0986 -6.1370 -0.003 0.000 0.012
H -2.7262 -1.2654 -5.5640 0.002 0.014 -0.007
H -0.7612 -1.8618 -4.2216 -0.007 0.013 -0.001
H 3.0146 0.5853 -0.6581 -0.006 0.000 0.009
H 4.5865 2.4531 -0.3351 -0.006 0.015 -0.011
H 5.1732 3.9220 -2.2352 -0.008 0.007 0.006
H 4.1806 3.5419 -4.4639 0.015 -0.006 0.002
H 2.6211 1.6794 -4.8161 -0.027 -0.001 0.011
H 1.8079 -0.7275 -5.8709 -0.010 0.011 0.036
H 3.2640 -2.2204 -7.1695 0.009 -0.031 0.006
H 4.9101 -3.6637 -6.0061 0.002 0.009 0.002
H 5.0844 -3.6591 -3.5333 -0.002 -0.005 -0.031
H 3.6545 -2.1466 -2.2144 -0.010 0.018 0.033



# 2
133
Properties=species:S:1:pos:R:3:forces:R:3 method="wB97M-V/def2-TZVPD" e_tot_ha=-4343.972170 charge=-2 e_above_lowest_kj_mol=205.4 multiplicity=1
Rb -0.5545 -0.7706 0.3609 0.029 1.269 -0.567
C 1.6572 2.1834 -6.2228 -0.051 -0.090 -0.168
N 0.6223 2.1788 -5.2206 0.110 0.126 0.142
C -0.2676 3.3052 -5.2908 -0.103 0.014 -0.020
C 0.8620 1.5205 -3.9911 -0.076 -0.253 -0.330
N -0.0029 0.8787 -3.3239 0.041 0.064 0.586
C -1.3452 0.6504 -3.7632 -0.107 0.111 -0.218
C -2.3780 1.3955 -2.9010 0.302 -0.112 -0.252
N -2.4376 0.9321 -1.5274 -0.002 0.065 0.034
C -3.4998 -0.0434 -1.3379 -0.175 -0.313 -0.179
C -3.3327 -1.3658 -2.0905 -0.177 -0.032 -0.116
N -2.0580 -1.9260 -1.7636 0.242 0.013 0.458
C -1.7253 -3.1447 -1.9036 -0.374 0.079 -0.683
N -0.4081 -3.5092 -1.7838 0.059 0.071 0.141
C -0.0932 -4.5949 -0.8761 0.185 -0.311 0.119
C 0.6113 -2.4846 -1.8276 0.195 0.032 -0.205
N -2.5824 -4.1728 -2.3554 0.285 -0.013 0.193
C -2.0106 -5.2085 -3.1866 -0.134 -0.040 -0.185
C -3.6576 -4.6261 -1.5029 -0.153 0.085 -0.039
C -2.6642 1.9941 -0.5521 -0.019 0.447 0.033
C -1.7315 3.2088 -0.5354 -0.130 0.090 -0.017
N -0.3879 2.8880 -0.1546 0.039 -0.471 -0.102
C 0.3719 3.7629 0.3792 -0.240 0.513 -0.096
N 1.6628 3.4878 0.6625 0.157 0.145 0.233
C 2.5546 4.4048 1.3195 0.228 0.185 0.102
C 2.2167 2.1743 0.4742 0.040 -0.195 -0.108
N 0.0285 5.1150 0.7355 -0.388 -0.391 -0.165
C -0.6258 5.2509 2.0118 0.013 0.060 0.031
C -0.4348 6.0086 -0.2907 0.023 0.054 0.018
N 2.1943 1.4690 -3.6241 0.054 -0.013 0.002
C 2.8357 2.7369 -3.3375 0.102 0.062 -0.060
C 2.5745 0.4022 -2.7187 0.011 -0.113 -0.043
H 1.1981 2.0394 -7.2074 0.047 0.048 -0.029
H 2.3426 1.3637 -6.0281 0.050 0.043 -0.070
H 2.2276 3.1223 -6.2526 0.031 0.009 0.036
H 0.2829 4.2611 -5.2754 -0.024 -0.041 0.016
H -0.9519 3.2928 -4.4479 -0.057 0.021 0.013
H -0.8512 3.2723 -6.2192 -0.022 0.047 0.070
H -1.5126 -0.4203 -3.6533 -0.133 -0.044 -0.125
H -1.4980 0.9304 -4.8193 -0.066 -0.058 0.062
H -3.3659 1.3112 -3.3882 -0.006 0.046 0.031
H -2.1036 2.4488 -2.9040 -0.060 0.026 -0.043
H -4.4778 0.3957 -1.6305 0.065 -0.032 0.099
H -3.5464 -0.2797 -0.2758 -0.075 0.014 0.141
H -3.3992 -1.1994 -3.1753 -0.101 -0.033 0.043
H -4.1825 -2.0081 -1.8151 0.053 0.121 -0.084
H -0.9693 -5.2084 -0.6839 -0.069 -0.051 -0.062
H 0.2557 -4.2003 0.0846 -0.003 -0.044 -0.009
H 0.7006 -5.2121 -1.3028 0.016 -0.060 0.132
H 0.2758 -1.6641 -2.4573 0.057 0.047 -0.042
H 1.5196 -2.9305 -2.2347 0.067 0.095 0.080
H 0.8513 -2.0937 -0.8334 0.518 -0.535 -0.525
H -1.1175 -4.8247 -3.6739 -0.049 -0.077 -0.046
H -2.7425 -5.4921 -3.9511 0.033 -0.044 0.022
H -1.7402 -6.1140 -2.6280 0.019 0.014 0.040
H -3.8357 -3.9057 -0.7097 -0.067 0.049 0.046
H -3.4087 -5.5843 -1.0272 0.007 0.022 0.012
H -4.5728 -4.7639 -2.0906 -0.025 -0.005 0.118
H -2.5964 1.5381 0.4382 -0.182 -0.016 0.117
H -3.6931 2.3961 -0.6777 0.067 -0.039 0.127
H -2.2136 3.9186 0.1574 0.041 -0.041 -0.108
H -1.7156 3.7013 -1.5183 -0.158 0.009 0.060
H 3.4925 4.4631 0.7602 0.040 -0.035 0.036
H 2.7890 4.0522 2.3272 0.079 -0.023 0.087
H 2.1124 5.3938 1.3813 0.066 -0.044 -0.007
H 1.4827 1.5527 -0.0246 0.025 -0.058 -0.027
H 2.4972 1.7275 1.4303 0.034 -0.019 -0.014
H 3.1209 2.2278 -0.1339 -0.039 -0.070 0.064
H -0.2247 4.5034 2.6924 0.004 0.003 0.152
H -1.7163 5.1130 1.9589 0.006 0.017 0.024
H -0.4229 6.2486 2.4149 -0.048 -0.016 0.100
H -0.0241 5.6995 -1.2483 0.016 0.027 -0.128
H -0.0691 7.0178 -0.0672 -0.055 0.044 -0.091
H -1.5293 6.0592 -0.3791 -0.018 -0.043 -0.025
H 2.4778 3.5054 -4.0205 -0.028 0.056 -0.058
H 3.9134 2.6309 -3.4609 0.035 0.064 0.072
H 2.6292 3.0658 -2.3125 0.006 0.031 0.044
H 2.3806 -0.5505 -3.2046 -0.039 -0.137 0.008
H 2.0175 0.4253 -1.7802 0.080 0.038 0.016
H 3.6367 0.4851 -2.5053 0.037 -0.014 0.109
C 1.8239 0.7823 4.8027 -0.029 -0.052 0.006
N 0.6658 0.3060 4.0837 -0.081 0.009 0.056
C 1.0259 -0.6444 3.0492 0.192 -0.355 0.132
C 1.4308 -2.0423 3.5159 0.096 -0.004 0.028
N 1.7136 -2.7773 2.3085 -0.441 0.568 -0.419
C 2.3832 -3.8913 2.3330 0.372 -0.626 0.191
C 2.8499 -4.4303 1.0847 -0.157 0.224 -0.209
F 2.6385 -3.6828 -0.0356 0.125 -0.313 0.270
C 3.4963 -5.6260 0.9422 0.119 -0.373 -0.056
F 3.8474 -6.0721 -0.2952 -0.045 0.170 0.388
C 3.8047 -6.4064 2.0555 0.094 -0.071 0.013
F 4.4694 -7.5932 1.9161 -0.173 0.219 0.068
C 3.4355 -5.9210 3.3049 0.264 -0.405 -0.126
F 3.7399 -6.6587 4.4075 -0.111 0.232 -0.327
C 2.7658 -4.7289 3.4458 -0.159 0.374 -0.043
F 2.4340 -4.3655 4.7224 0.006 -0.067 -0.249
C -0.1604 1.3737 3.5470 -0.606 -0.049 0.160
C -1.6598 1.0513 3.7222 0.161 0.200 -0.041
N -2.0652 -0.0888 2.9484 0.193 0.537 -0.566
C -2.2438 -1.2668 3.4763 -0.269 -0.646 0.485
C -2.5301 -2.3468 2.5762 0.010 0.087 0.090
F -2.5341 -2.0557 1.2316 -0.673 -0.588 0.503
C -2.8108 -3.6349 2.9414 -0.070 -0.338 0.020
F -3.0800 -4.5537 1.9769 0.040 0.184 0.307
C -2.8308 -4.0037 4.2823 0.016 -0.056 -0.001
F -3.1476 -5.2724 4.6637 0.095 0.261 -0.081
C -2.5297 -3.0171 5.2180 -0.130 -0.402 -0.076
F -2.5394 -3.3451 6.5333 0.005 0.095 -0.380
C -2.2449 -1.7233 4.8473 0.038 0.178 -0.040
F -1.9845 -0.8730 5.8835 -0.058 -0.080 -0.285
H 1.5077 1.4797 5.5785 0.034 0.045 0.061
H 2.5599 1.2817 4.1503 0.058 0.033 -0.020
H 2.3139 -0.0611 5.2838 0.125 0.010 0.050
H 1.8561 -0.2592 2.4257 -0.091 -0.021 -0.050
H 0.1539 -0.7819 2.4192 0.402 0.083 0.929
H 0.6148 -2.4943 4.1018 0.036 0.183 0.067
H 2.3177 -1.9825 4.1598 -0.088 0.042 0.101
H 0.0421 1.5514 2.4757 0.085 0.108 0.069
H 0.0402 2.3049 4.0914 0.088 -0.016 -0.058
H -2.2351 1.9099 3.3424 0.092 0.129 0.109
H -1.8500 0.9607 4.7955 -0.015 0.100 -0.068
F 9.7301 3.7908 0.3084 -0.329 -0.167 0.009
C 8.5996 3.0357 0.2465 -0.084 -0.033 -0.050
C 8.0166 2.5184 1.4022 0.384 0.300 -0.075
F 8.5754 2.8084 2.6025 -0.099 -0.086 -0.270
C 6.8899 1.7332 1.3254 -0.420 -0.210 -0.265
F 6.3634 1.2729 2.4803 0.244 0.152 -0.275
C 6.2602 1.3929 0.0961 0.935 0.656 0.049
S 4.9300 0.3749 -0.0086 -0.556 -0.728 0.008
C 6.8673 1.9788 -1.0444 -0.373 -0.227 0.304
F 6.3183 1.7648 -2.2651 0.245 0.105 0.253
C 7.9929 2.7648 -0.9771 0.376 0.265 0.004
F 8.5225 3.2878 -2.1124 -0.037 -0.093 0.281